A structure of composition C42H45LuN4O2P in a non-equilibrium geometry. Source: OMol25; level of theory: ωB97M-V with the def2-TZVPD basis set.

Positions of all 95 atoms, in Å:
Lu -1.11 -10.99 19.09
O 1.03 -11.29 19.10
N 1.77 -10.95 17.95
N 1.04 -10.72 16.91
O -0.32 -10.82 16.92
C 1.62 -10.09 15.79
C 0.85 -9.31 14.89
C 1.51 -8.65 13.86
C 2.87 -8.71 13.68
C 3.59 -9.59 14.52
C 3.01 -10.23 15.56
H -0.22 -9.25 14.99
H 0.93 -8.06 13.18
H 3.44 -8.17 12.90
H 4.65 -9.61 14.41
H 3.58 -10.73 16.30
N -5.34 -10.05 19.65
C -4.94 -9.49 20.86
C -5.64 -9.86 22.02
C -5.47 -9.09 23.17
C -4.50 -8.09 23.17
C -3.61 -7.84 22.06
C -3.74 -8.66 20.94
P -2.55 -8.51 19.53
C -1.39 -7.13 19.85
C -1.19 -6.20 18.84
C -0.40 -5.06 19.06
C 0.28 -4.94 20.24
C 0.30 -5.98 21.16
C -0.60 -7.02 21.02
C -3.57 -7.89 18.18
C -4.39 -6.79 18.32
C -5.11 -6.27 17.23
C -5.05 -6.95 16.00
C -4.10 -7.99 15.82
C -3.43 -8.47 16.92
H -6.24 -10.47 19.64
H -4.93 -9.63 18.81
H -6.42 -10.59 21.94
H -6.07 -9.26 24.05
H -4.31 -7.51 24.05
H -2.94 -7.01 22.03
H -1.64 -6.25 17.88
H -0.27 -4.34 18.25
H 0.78 -4.00 20.42
H 1.03 -6.04 21.95
H -0.75 -7.80 21.76
H -4.31 -6.19 19.26
H -5.63 -5.32 17.34
H -5.73 -6.75 15.18
H -4.04 -8.42 14.82
H -2.75 -9.34 16.79
C -3.71 -12.97 16.23
C -2.85 -13.48 17.36
C -2.09 -14.68 17.13
C -1.28 -15.21 18.12
C -0.60 -16.52 17.84
C -1.06 -14.50 19.35
C -1.77 -13.31 19.62
C -2.67 -12.80 18.57
N -1.47 -12.42 20.60
C -1.00 -12.49 21.96
C -0.80 -13.87 22.60
C -0.28 -13.66 24.05
C 1.07 -12.95 24.09
C 0.82 -11.53 23.47
C -0.21 -10.75 24.26
C -1.54 -11.50 24.29
C -1.29 -12.88 24.93
C -2.06 -11.77 22.87
C 0.32 -11.71 21.98
H -3.71 -11.90 16.01
H -4.72 -13.23 16.53
H -3.37 -13.48 15.28
H -2.28 -15.19 16.16
H -0.22 -16.98 18.76
H 0.19 -16.41 17.11
H -1.29 -17.26 17.41
H -0.42 -14.92 20.11
H -3.40 -12.07 18.88
H -0.09 -14.46 21.98
H -1.75 -14.43 22.63
H -0.20 -14.73 24.44
H 1.90 -13.46 23.55
H 1.30 -12.76 25.15
H 1.73 -10.98 23.51
H -0.34 -9.75 23.74
H 0.13 -10.39 25.27
H -2.34 -11.01 24.88
H -2.20 -13.46 25.12
H -0.75 -12.76 25.93
H -2.40 -10.78 22.45
H -2.90 -12.47 22.92
H 1.04 -12.27 21.37
H 0.28 -10.67 21.60

The HOMO energy is -0.3633 hartree. As for the total charge: +1.

=====

A structure of composition C42H45N7O2STeTi in a non-equilibrium geometry. Source: OMol25; level of theory: ωB97M-V with the def2-TZVPD basis set.

Positions of all 99 atoms, in Å:
Ti -0.41 -0.51 -1.28
C 3.21 1.04 -3.31
C 2.25 0.78 -2.34
N 1.29 -0.12 -2.53
C 1.29 -0.79 -3.68
C 2.27 -0.56 -4.62
N 3.22 0.36 -4.45
C 0.12 -1.71 -3.88
C -0.10 -2.48 -4.99
C -1.30 -3.20 -5.11
C -2.22 -3.08 -4.07
C -1.92 -2.33 -2.97
N -0.76 -1.68 -2.87
C -2.80 -2.15 -1.76
C -4.09 -2.64 -1.63
N -4.79 -2.50 -0.50
C -4.21 -1.86 0.50
C -2.93 -1.34 0.37
N -2.24 -1.50 -0.75
C -1.55 -4.06 -6.28
C -0.98 -3.78 -7.51
C -1.21 -4.65 -8.57
N -1.95 -5.76 -8.46
C -2.51 -6.02 -7.27
C -2.34 -5.20 -6.16
H 3.98 1.79 -3.17
H 2.26 1.29 -1.41
H 2.29 -1.12 -5.55
H 0.64 -2.53 -5.77
H -3.19 -3.57 -4.13
H -4.58 -3.16 -2.45
H -4.77 -1.76 1.43
H -2.45 -0.80 1.17
H -0.39 -2.88 -7.67
H -0.78 -4.45 -9.54
H -3.12 -6.92 -7.21
H -2.80 -5.48 -5.22
O 0.55 -1.76 -0.16
S 0.59 -2.66 1.11
C 2.09 -3.65 0.87
C 1.68 -5.10 1.12
C 0.36 -5.28 0.37
C -0.51 -4.08 0.76
H 2.87 -3.28 1.54
H 2.37 -3.47 -0.16
H 1.54 -5.28 2.19
H 2.45 -5.78 0.77
H -0.14 -6.21 0.65
H 0.53 -5.29 -0.71
H -1.07 -4.25 1.67
H -1.19 -3.75 -0.02
C -2.24 2.54 0.11
C -1.23 1.61 -0.43
O -1.55 0.98 -1.54
N -0.08 1.22 0.09
Te 1.27 1.97 1.40
C 1.42 4.07 1.65
C 2.23 4.38 2.75
C 2.91 3.35 3.66
C 2.42 5.72 3.03
C 1.86 6.73 2.25
C 2.08 8.19 2.59
C 1.13 6.37 1.13
C 0.90 5.04 0.79
C 0.15 4.76 -0.49
C 0.52 1.36 3.27
C -0.43 2.11 4.00
C -1.03 3.44 3.61
C -0.82 1.60 5.24
C -0.31 0.43 5.77
C -0.75 -0.09 7.13
C 0.66 -0.26 5.03
C 1.11 0.19 3.80
C 2.28 -0.56 3.18
H -3.18 1.99 0.23
H -2.44 3.32 -0.63
H -1.96 2.98 1.04
H 3.22 2.45 3.13
H 2.27 3.06 4.49
H 3.82 3.78 4.08
H 3.04 5.99 3.88
H 2.68 8.31 3.49
H 1.12 8.69 2.75
H 2.58 8.71 1.77
H 0.73 7.14 0.47
H 0.57 5.34 -1.32
H -0.90 5.06 -0.41
H 0.19 3.72 -0.78
H -0.79 3.74 2.61
H -0.66 4.22 4.27
H -2.12 3.42 3.72
H -1.54 2.18 5.82
H -1.56 0.51 7.54
H 0.09 -0.06 7.83
H -1.08 -1.13 7.06
H 1.11 -1.16 5.46
H 2.28 -1.60 3.51
H 3.23 -0.13 3.51
H 2.29 -0.56 2.10

The HOMO energy (alpha / beta) is -0.5752 / -0.5752 hartree. As for the spin multiplicity: 2. Its expectation value of S² is 0.7519. As for the total charge: +3.

=====

A structure of composition C42H46AsFIrO in a non-equilibrium geometry. Source: OMol25; level of theory: ωB97M-V with the def2-TZVPD basis set.

Positions of all 92 atoms, in Å:
Ir -1.29 0.26 -0.13
C -4.08 0.79 1.75
C -3.52 -0.09 0.67
C -3.42 0.42 -0.70
C -4.04 1.75 -1.03
C -3.03 -0.46 -1.75
C -3.23 -0.07 -3.17
C -2.43 -1.71 -1.42
C -1.78 -2.55 -2.48
C -2.53 -2.18 -0.11
C -1.98 -3.54 0.19
C -3.15 -1.39 0.93
C -3.32 -1.96 2.31
H -5.16 0.63 1.81
H -3.91 1.84 1.57
H -3.66 0.55 2.72
H -5.12 1.64 -1.18
H -3.61 2.17 -1.94
H -3.89 2.47 -0.24
H -2.40 0.54 -3.54
H -4.15 0.51 -3.28
H -3.30 -0.95 -3.81
H -0.85 -2.99 -2.12
H -1.53 -1.95 -3.36
H -2.43 -3.36 -2.80
H -2.56 -4.29 -0.35
H -1.99 -3.78 1.24
H -0.96 -3.61 -0.17
H -2.46 -1.70 2.94
H -3.41 -3.04 2.30
H -4.22 -1.57 2.78
O -0.08 -0.74 1.11
As 1.59 -1.01 1.35
C 1.78 -1.62 3.13
C 1.26 -0.83 4.16
C 1.41 -1.24 5.47
C 2.07 -2.43 5.76
C 2.60 -3.20 4.74
C 2.45 -2.81 3.42
C 2.65 0.56 1.13
C 3.79 0.66 1.92
C 4.61 1.76 1.80
C 4.30 2.76 0.89
C 3.17 2.65 0.09
C 2.34 1.55 0.20
C 2.11 -2.34 0.08
C 1.66 -3.65 0.22
C 2.02 -4.60 -0.71
C 2.83 -4.24 -1.79
C 3.27 -2.94 -1.93
C 2.92 -1.98 -0.99
H 0.76 0.10 3.93
H 1.01 -0.63 6.27
H 2.19 -2.74 6.79
H 3.12 -4.12 4.97
H 2.89 -3.40 2.63
H 4.03 -0.11 2.65
H 5.50 1.85 2.41
H 4.94 3.63 0.80
H 2.92 3.43 -0.62
H 1.47 1.47 -0.43
H 1.03 -3.93 1.07
H 1.69 -5.62 -0.60
H 3.12 -4.99 -2.51
H 3.90 -2.66 -2.77
H 3.28 -0.96 -1.09
F 0.60 5.10 3.02
C 0.03 4.09 2.35
C -0.32 4.29 1.03
C -0.87 3.22 0.32
C -1.04 1.99 0.91
C -0.76 1.85 2.27
C -0.22 2.90 3.00
H -0.18 5.25 0.57
H -1.18 3.40 -0.70
H -1.00 0.93 2.78
H 0.00 2.81 4.05
C -0.36 1.73 -5.13
C 0.42 2.19 -3.89
C 1.90 1.75 -4.01
C 0.35 3.72 -3.75
C -0.12 1.57 -2.69
C -0.59 1.08 -1.66
H 0.10 2.16 -6.02
H -1.39 2.07 -5.09
H -0.34 0.64 -5.23
H 2.35 2.27 -4.85
H 1.98 0.68 -4.18
H 2.46 2.01 -3.11
H 0.74 4.18 -4.65
H 0.95 4.06 -2.90
H -0.68 4.05 -3.60

The HOMO energy (alpha / beta) is -0.5012 / -0.5001 hartree. As for the spin multiplicity: 2. Its expectation value of S² is 0.7675. As for the total charge: +2.

=====

A structure of composition C42H46BrN3O3P2SiV. Source: OMol25; level of theory: ωB97M-V with the def2-TZVPD basis set.

Positions of all 99 atoms, in Å:
V -0.06 0.78 -0.56
C 0.97 -0.46 2.60
P -0.41 0.42 1.80
C -1.82 -0.76 1.93
N -2.47 -0.86 3.06
C -3.53 -1.70 3.11
C -4.27 -1.83 4.31
C -5.34 -2.66 4.35
C -5.74 -3.39 3.20
C -5.05 -3.29 2.03
C -3.92 -2.44 1.97
N -3.22 -2.35 0.81
C -2.19 -1.54 0.78
P -1.16 -1.42 -0.74
C 0.07 -2.74 -0.48
C -2.18 -1.96 -2.20
C -3.40 -1.05 -2.30
C -1.29 -1.77 -3.43
C -2.63 -3.42 -2.12
C -0.76 1.89 2.88
C -2.12 2.46 2.48
C 0.35 2.91 2.59
C -0.74 1.55 4.38
H 0.66 -0.81 3.58
H 1.81 0.23 2.70
H 1.29 -1.29 1.98
H -3.95 -1.25 5.17
H -5.91 -2.76 5.27
H -6.60 -4.04 3.26
H -5.33 -3.84 1.15
H -0.41 -3.70 -0.28
H 0.71 -2.49 0.36
H 0.70 -2.82 -1.37
H -3.12 -0.01 -2.47
H -4.03 -1.10 -1.41
H -4.01 -1.38 -3.15
H -0.89 -0.76 -3.50
H -1.89 -1.95 -4.32
H -0.45 -2.47 -3.45
H -3.38 -3.58 -1.35
H -1.80 -4.11 -1.94
H -3.05 -3.70 -3.09
H -2.20 2.61 1.40
H -2.26 3.43 2.96
H -2.94 1.80 2.79
H 0.33 3.26 1.56
H 1.34 2.51 2.79
H 0.21 3.77 3.25
H -1.44 0.74 4.62
H -1.04 2.44 4.93
H 0.26 1.27 4.71
O 1.62 0.32 -0.57
Si 2.99 1.00 -1.26
C 2.51 1.31 -3.04
C 3.46 1.72 -3.97
C 3.10 2.05 -5.27
C 1.77 1.98 -5.67
C 0.81 1.57 -4.76
C 1.18 1.24 -3.47
C 3.32 2.60 -0.38
C 2.92 3.82 -0.92
C 3.08 5.00 -0.21
C 3.65 4.97 1.06
C 4.06 3.76 1.61
C 3.90 2.59 0.89
C 4.38 -0.20 -1.05
C 5.71 0.23 -0.98
C 6.75 -0.68 -0.88
C 6.48 -2.04 -0.85
C 5.17 -2.49 -0.92
C 4.13 -1.58 -1.02
H 4.51 1.79 -3.68
H 3.86 2.36 -5.98
H 1.49 2.23 -6.68
H -0.23 1.49 -5.06
H 0.39 0.87 -2.81
H 2.48 3.86 -1.91
H 2.77 5.94 -0.64
H 3.78 5.89 1.62
H 4.51 3.74 2.60
H 4.23 1.65 1.32
H 5.93 1.30 -0.99
H 7.77 -0.32 -0.82
H 7.29 -2.75 -0.76
H 4.96 -3.55 -0.89
H 3.11 -1.94 -1.08
Br -1.67 8.02 -1.80
C -2.14 6.24 -2.19
C -3.12 5.97 -3.14
N -3.50 4.74 -3.46
C -2.91 3.72 -2.82
C -1.92 3.91 -1.87
C -1.52 5.19 -1.54
C -1.27 2.75 -1.23
O -0.16 2.88 -0.65
O -1.80 1.58 -1.24
H -3.61 6.78 -3.66
H -3.24 2.73 -3.09
H -0.73 5.36 -0.81

The HOMO energy (alpha / beta) is -0.4144 / -0.4144 hartree. As for the total charge: +1.

=====

- Number 3 is which compound?
  C42H46AsFIrO

=====

- total charge of number 3 (C42H46AsFIrO)?
  +2